Entry 1:
This record from OMol25 describes 12 unconnected molecules or ions with the total composition C50H51BrClF11IN3O36S at a distorted geometry. The level of theory is ωB97M-V/def2-TZVPD.

The geometry in XYZ format:
```
155
Properties=species:S:1:pos:R:3:lowdin_charge:R:1
C -0.1847 -2.3387 -3.4100 0.073
C 0.0373 -1.2914 -2.4705 -0.030
C -0.1308 -0.2261 -1.1925 -0.103
C 0.9096 -0.3025 0.0898 0.045
C 0.7946 0.6963 1.4271 -0.127
N 1.8144 0.4646 2.5066 0.100
C 1.5646 1.4893 3.5783 -0.161
C 2.6236 1.4564 4.8724 -0.114
C 2.1946 0.2952 5.9481 -0.306
O 3.3542 -0.5035 6.4528 -0.136
C 1.4068 0.8437 7.2777 -0.222
N -0.0950 1.0585 7.0682 -0.057
C 0.4110 2.6364 3.6217 -0.517
I 0.1935 4.0974 5.2935 0.876
N -0.6028 2.7702 2.5204 -0.003
C -0.4050 1.7948 1.3965 -0.157
C -1.4700 1.9054 0.1193 -0.406
Br -2.9450 3.3071 0.2665 0.629
C -1.3483 0.9128 -1.2206 -0.096
C -2.4180 1.1067 -2.4474 -0.176
C -3.4565 -0.1414 -2.6711 -0.192
C -4.1533 -0.7238 -1.3070 -0.171
C -4.3426 -2.3542 -1.5211 -0.249
S -2.9942 -3.3947 -0.7419 0.519
O -1.9670 -2.6099 0.1101 -0.414
O -2.2683 -4.2513 -1.8507 -0.450
Cl -3.8925 -4.8416 0.5350 0.304
H -0.5131 -3.0364 -4.3202 0.072
H 1.7494 -1.1163 0.0441 0.101
H 3.6653 1.1113 4.4017 0.119
H 2.8193 2.5149 5.3309 0.088
H 1.4871 -0.4680 5.3672 0.158
H 2.9037 -1.3331 6.8304 0.118
H 1.4965 -0.0178 8.0977 0.121
H 1.8861 1.8006 7.7739 0.126
H -0.3035 1.9097 7.6706 0.017
H -0.6105 0.2735 7.5550 0.075
H -1.7717 1.1851 -3.4471 0.135
H -3.0567 2.0861 -2.4047 0.089
H -4.3467 0.2860 -3.3419 0.113
H -2.9315 -0.9584 -3.3415 0.105
H -5.2560 -0.2779 -1.2070 0.124
H -3.6072 -0.4493 -0.3091 0.120
H -5.3873 -2.7230 -1.1295 0.117
H -4.3190 -2.5491 -2.6952 0.114
O 1.0335 -1.5172 -6.2655 0.120
C 2.0106 -2.2277 -6.0972 -0.514
O 2.0568 -3.5570 -6.4169 0.059
C 3.3886 -3.9752 -6.1943 -0.074
C 3.8827 -2.9705 -5.2103 -0.331
F 5.2058 -2.7459 -5.3735 0.082
O 3.1864 -1.7961 -5.5606 0.131
H 3.9402 -3.9488 -7.1400 0.150
H 3.4186 -4.9942 -5.7990 0.147
H 3.6736 -3.2248 -4.1657 0.180
O -7.9207 -1.2435 -3.5929 0.129
C -7.1455 -1.3736 -4.5256 -0.504
O -7.3098 -2.2773 -5.5394 0.088
C -6.2810 -2.0203 -6.4740 -0.083
C -5.2478 -1.3435 -5.6397 -0.343
F -4.5502 -0.4453 -6.3706 0.087
O -6.0064 -0.6421 -4.6807 0.103
H -6.6681 -1.3782 -7.2724 0.160
H -5.9137 -2.9494 -6.9181 0.086
H -4.5590 -2.0290 -5.1346 0.158
O -6.8453 4.2572 1.9673 0.147
C -6.9966 3.8707 0.8203 -0.505
O -7.9452 4.3602 -0.0353 0.076
C -7.7042 3.7525 -1.2886 -0.074
C -6.9701 2.5117 -0.9104 -0.333
F -6.0877 2.1611 -1.8727 0.065
O -6.2467 2.8936 0.2375 0.081
H -7.1049 4.4267 -1.9095 0.150
H -8.6425 3.5388 -1.8076 0.147
H -7.6183 1.6619 -0.6712 0.180
O 0.1143 3.6500 8.7283 0.073
C -0.6519 4.5137 9.1219 -0.499
O -0.3488 5.4199 10.1009 0.084
C -1.4392 6.3171 10.1659 -0.070
C -2.5556 5.5110 9.5955 -0.328
F -3.4397 6.3022 8.9476 0.086
O -1.9165 4.6886 8.6457 0.132
H -1.2123 7.2077 9.5704 0.154
H -1.6328 6.6246 11.1971 0.147
H -3.0797 4.8882 10.3284 0.179
O 1.2446 -5.4018 4.8183 0.140
C 0.7996 -5.3178 3.6857 -0.501
O 0.0580 -4.2628 3.2291 0.083
C -0.1457 -4.4858 1.8482 -0.079
C 0.0200 -5.9625 1.7313 -0.329
F 0.5365 -6.2960 0.5274 0.073
O 0.9739 -6.2667 2.7235 0.138
H 0.6040 -3.9288 1.2763 0.154
H -1.1405 -4.1532 1.5399 0.091
H -0.8968 -6.5329 1.9149 0.175
O -5.2320 -3.4275 -8.2841 0.124
C -4.0124 -3.4453 -8.2685 -0.454
O -3.2329 -3.5887 -9.3835 0.094
C -1.8946 -3.4257 -8.9588 -0.062
C -1.9717 -3.7655 -7.5095 -0.311
F -1.0638 -3.0588 -6.7996 0.070
O -3.2606 -3.3325 -7.1377 0.139
H -1.5813 -2.3913 -9.1353 0.157
H -1.2251 -4.0936 -9.5075 0.150
H -1.8653 -4.8337 -7.2927 0.183
O 1.2197 3.5044 -1.9531 0.140
C 2.1300 2.7474 -2.2467 -0.492
O 3.4301 3.1391 -2.4130 0.073
C 4.1805 1.9581 -2.6128 -0.097
C 3.1524 1.0029 -3.1151 -0.323
F 3.4399 -0.2611 -2.7309 0.066
O 1.9746 1.4100 -2.4564 0.100
H 4.6223 1.6434 -1.6614 0.150
H 4.9844 2.1219 -3.3356 0.128
H 2.9989 1.0375 -4.1989 0.178
O -0.8302 9.1561 5.7702 0.137
C -0.9815 8.7697 4.6232 -0.503
O -1.9301 9.2591 3.7675 0.074
C -1.6891 8.6515 2.5143 -0.076
C -0.9550 7.4106 2.8925 -0.345
F -0.0725 7.0601 1.9301 0.081
O -0.2316 7.7926 4.0404 0.109
H -1.0897 9.3257 1.8933 0.149
H -2.6274 8.4378 1.9953 0.146
H -1.6032 6.5608 3.1316 0.169
O 6.1290 3.7205 -1.9234 0.150
C 6.7907 4.2396 -2.8069 -0.477
O 7.8191 5.1133 -2.5826 0.084
C 8.4022 5.3758 -3.8432 -0.075
C 7.2897 5.0647 -4.7851 -0.328
F 7.7684 4.5901 -5.9569 0.081
O 6.5906 4.0259 -4.1377 0.135
H 9.2711 4.7242 -3.9839 0.151
H 8.7290 6.4167 -3.9148 0.147
H 6.6117 5.9043 -4.9718 0.180
O 2.3260 -11.8434 -2.1143 0.145
C 1.5598 -10.9797 -1.7207 -0.502
O 1.8629 -10.0735 -0.7418 0.079
C 0.7725 -9.1763 -0.6767 -0.084
C -0.3439 -9.9824 -1.2471 -0.331
F -1.2281 -9.1912 -1.8950 0.080
O 0.2952 -10.8048 -2.1970 0.141
H 0.9993 -8.2857 -1.2723 0.147
H 0.5789 -8.8688 0.3545 0.136
H -0.8680 -10.6052 -0.5142 0.178
O 9.7725 -0.0403 7.3530 0.141
C 8.6609 -0.1886 6.8732 -0.503
O 7.7192 -1.0476 7.3700 0.074
C 6.5413 -0.8254 6.6209 -0.088
C 7.0685 -0.2409 5.3551 -0.329
F 6.1861 0.6350 4.8242 0.074
O 8.2085 0.4753 5.7726 0.142
H 5.8889 -0.1354 7.1666 0.140
H 6.0008 -1.7609 6.4536 0.143
H 7.3553 -0.9837 4.6031 0.177
```

Results
LUMO	-0.0456	Eh
2S+1	1
orbital gap	0.2474	Eh
highest occupied orbital energy	-7.9733	eV
SMILES string	C#Cc1cc2nc(C[C@@H](O)CN)c(I)nc2c(Br)c1CCCCS(=O)(=O)Cl.O=C1OC[C@@H](F)O1.O=C1OC[C@@H](F)O1.O=C1OC[C@@H](F)O1.O=C1OC[C@@H](F)O1.O=C1OC[C@@H](F)O1.O=C1OC[C@@H](F)O1.O=C1OC[C@@H](F)O1.O=C1OC[C@@H](F)O1.O=C1OC[C@@H](F)O1.O=C1OC[C@@H](F)O1.O=C1OC[C@@H](F)O1

---

Entry 2:
This record from OMol25 describes a molecular structure, C50H51CrN6O2S3 at a distorted geometry. The level of theory is ωB97M-V/def2-TZVPD.

The geometry in XYZ format:
```
113
Properties=species:S:1:pos:R:3:lowdin_charge:R:1
Cr -0.2782 0.4013 0.5204 0.628
N 1.4428 0.2659 1.4302 -0.363
S 2.7360 -0.3265 1.0630 0.807
N 3.1387 -0.5158 -0.4963 -0.353
S 2.0120 -0.0523 -1.5509 0.811
N 0.5841 -0.0176 -1.1633 -0.348
S -2.2259 -0.5416 -1.8243 1.016
N -1.9846 0.3017 -0.5659 -0.422
C -1.6509 -2.2457 -1.4804 -0.366
C -1.5481 -3.1757 -2.4975 -0.081
C -1.1236 -4.4593 -2.1963 -0.061
C -0.8093 -4.7991 -0.8910 -0.067
C -0.9193 -3.8610 0.1228 -0.058
C -1.3393 -2.5765 -0.1751 -0.089
C -3.9883 -1.0641 -1.6858 -0.354
C -4.6021 -1.0806 -0.4484 -0.071
C -5.9135 -1.5161 -0.3540 -0.064
C -6.5970 -1.9155 -1.4946 -0.073
C -5.9802 -1.8606 -2.7351 -0.072
C -4.6653 -1.4366 -2.8320 -0.093
C 2.3057 -1.1272 -2.9577 -0.316
C 3.5400 -1.7240 -3.1243 -0.062
C 3.7616 -2.5038 -4.2471 -0.058
C 2.7582 -2.6581 -5.1912 -0.063
C 1.5268 -2.0444 -5.0154 -0.062
C 1.2949 -1.2735 -3.8908 -0.080
C 2.4480 1.5671 -2.2260 -0.264
C 2.3010 2.6324 -1.3541 -0.075
C 2.4274 3.9280 -1.8200 -0.052
C 2.6650 4.1532 -3.1682 -0.066
C 2.7836 3.0847 -4.0410 -0.065
C 2.6824 1.7846 -3.5731 -0.055
C 2.8521 -1.9990 1.7577 -0.274
C 3.8019 -2.9389 1.4052 -0.070
C 3.6671 -4.2366 1.8733 -0.059
C 2.5849 -4.5917 2.6609 -0.066
C 1.6355 -3.6415 3.0068 -0.082
C 1.7718 -2.3442 2.5547 -0.076
C 4.1342 0.6260 1.7200 -0.270
C 3.9360 1.9896 1.8574 -0.064
C 4.9851 2.7980 2.2569 -0.055
C 6.2266 2.2381 2.5182 -0.065
C 6.4094 0.8700 2.4020 -0.064
C 5.3628 0.0578 1.9995 -0.060
H -1.8081 -2.9122 -3.5105 0.110
H -1.0418 -5.1966 -2.9788 0.110
H -0.4788 -5.7995 -0.6608 0.107
H -0.6850 -4.1339 1.1416 0.097
H -1.4479 -1.8210 0.6007 0.079
H -4.0529 -0.7290 0.4139 0.089
H -6.4037 -1.5427 0.6086 0.105
H -7.6176 -2.2611 -1.4174 0.107
H -6.5187 -2.1456 -3.6275 0.109
H -4.1659 -1.3870 -3.7878 0.105
H 4.2942 -1.5597 -2.3719 0.103
H 4.7178 -2.9794 -4.3898 0.109
H 2.9381 -3.2531 -6.0724 0.109
H 0.7535 -2.1562 -5.7609 0.110
H 0.3566 -0.7678 -3.7147 0.101
H 2.0584 2.4183 -0.3256 0.080
H 2.3284 4.7595 -1.1391 0.113
H 2.7410 5.1629 -3.5414 0.108
H 2.9476 3.2575 -5.0935 0.109
H 2.7746 0.9554 -4.2568 0.105
H 4.6181 -2.6614 0.7576 0.108
H 4.4063 -4.9785 1.6139 0.111
H 2.4801 -5.6066 3.0087 0.109
H 0.7921 -3.9225 3.6205 0.099
H 1.0468 -1.5678 2.7684 0.083
H 2.9538 2.3963 1.6701 0.086
H 4.8376 3.8609 2.3694 0.111
H 7.0506 2.8656 2.8218 0.109
H 7.3680 0.4306 2.6308 0.110
H 5.4993 -1.0086 1.9267 0.094
O -3.0865 1.2061 1.9543 0.097
C -2.3386 0.6303 2.7043 -0.573
O -1.1766 0.1507 2.4395 -0.126
C -2.7287 0.3153 4.1955 -0.150
N -1.5080 -0.3026 4.7686 0.050
C -1.8214 -1.6771 5.2014 -0.122
C -2.9815 -2.0639 4.2915 -0.140
C -3.8014 -0.7744 4.2567 -0.107
H -3.0269 1.2340 4.6991 0.165
H -1.0450 0.2580 5.4802 0.180
H -0.9331 -0.2710 3.7656 0.138
H -2.1465 -1.6758 6.2449 0.135
H -0.9446 -2.3175 5.1047 0.121
H -3.5457 -2.9100 4.6750 0.123
H -2.6140 -2.3101 3.2945 0.114
H -4.3955 -0.6788 5.1656 0.124
H -4.4681 -0.7170 3.4000 0.122
C -3.5703 3.6575 -1.0862 -0.050
N -2.4085 3.5578 -1.9344 -0.228
C -2.7052 3.3380 -3.3265 -0.064
C -1.3365 2.8076 -1.3984 -0.170
C -0.8021 3.3116 -0.0895 -0.231
C -0.8218 4.6768 0.1758 -0.051
C -0.3303 5.1702 1.3716 -0.082
C 0.1919 4.2894 2.3023 -0.089
C 0.2171 2.9314 2.0263 -0.136
C -0.2881 2.4059 0.8403 -0.170
H -4.2247 4.4404 -1.4648 0.093
H -3.2595 3.9059 -0.0752 0.088
H -4.1224 2.7123 -1.0448 0.096
H -3.4003 4.1026 -3.6718 0.091
H -3.1576 2.3540 -3.5029 0.086
H -1.7901 3.4129 -3.9116 0.090
H -0.5310 2.7167 -2.1356 0.136
H -1.6790 1.7224 -1.1549 0.050
H -1.2118 5.3550 -0.5714 0.117
H -0.3445 6.2329 1.5658 0.102
H 0.5937 4.6595 3.2357 0.099
H 0.6502 2.2548 2.7556 0.083
```

Results
LUMO (alpha / beta)	-0.0685 / -0.1270	Eh
2S+1	5
ΔE to the lowest compared entry with this formula, charge and spin	0.840	eV
orbital gap (alpha / beta)	0.2819 / 0.2282	Eh
highest occupied orbital energy (alpha / beta)	-9.5324 / -9.6643	eV
charge	+1

---

Entry 3:
This record from OMol25 describes a molecular structure, C50H52BBrN9NaP2S2. The level of theory is ωB97M-V/def2-TZVPD.

The geometry in XYZ format:
```
118
Properties=species:S:1:pos:R:3:lowdin_charge:R:1
Na 0.5153 -0.2587 0.2485 0.034
C -2.2416 -0.0908 2.7926 -0.273
P -1.1060 -1.5111 2.4280 1.107
C -0.2735 -1.9047 4.0223 -0.381
C 0.7347 -2.8708 3.9795 -0.090
C 1.4763 -3.1707 5.1114 -0.096
C 1.2366 -2.5003 6.3056 -0.111
C 0.2421 -1.5342 6.3604 -0.112
C -0.5061 -1.2428 5.2253 -0.134
C -2.3906 -2.8388 2.4639 -0.325
C -2.8355 -3.3774 1.2627 -0.057
C -3.8278 -4.3507 1.2434 -0.071
C -4.3852 -4.7998 2.4299 -0.109
C -3.9520 -4.2661 3.6385 -0.107
C -2.9652 -3.2929 3.6519 -0.094
C -2.8769 0.1929 1.4524 -0.437
C -4.1896 0.4838 1.1068 -0.106
C -4.2206 0.5019 -0.3138 -0.108
C -2.9265 0.2131 -0.7267 -0.429
C -2.3413 0.0652 -2.1095 -0.324
P -1.0309 -1.2174 -1.9733 1.089
C -1.9677 -2.7989 -2.1099 -0.346
C -1.2390 -3.9871 -2.0147 -0.086
C -1.8728 -5.2170 -2.0961 -0.080
C -3.2511 -5.2813 -2.2603 -0.125
C -3.9882 -4.1076 -2.3201 -0.117
C -3.3526 -2.8740 -2.2365 -0.086
C -0.2588 -1.3083 -3.6463 -0.342
C 0.9275 -2.0387 -3.7439 -0.109
C 1.5151 -2.2731 -4.9813 -0.110
C 0.9557 -1.7308 -6.1330 -0.124
C -0.1944 -0.9563 -6.0381 -0.105
C -0.8019 -0.7585 -4.8048 -0.082
N -2.1087 0.0261 0.3425 0.006
H -1.6619 0.7613 3.1548 0.037
H -2.9865 -0.3511 3.5497 0.082
H 0.9640 -3.3637 3.0399 0.103
H 2.2641 -3.9116 5.0507 0.098
H 1.8306 -2.7234 7.1842 0.089
H 0.0482 -1.0030 7.2862 0.092
H -1.2888 -0.4950 5.2769 0.093
H -2.4098 -3.0250 0.3328 0.081
H -4.1541 -4.7530 0.2925 0.081
H -5.1530 -5.5651 2.4167 0.088
H -4.3826 -4.6096 4.5725 0.089
H -2.6315 -2.8869 4.5999 0.094
H -5.0206 0.6356 1.7831 0.067
H -5.0785 0.6849 -0.9480 0.069
H -1.8352 0.9823 -2.4295 -0.001
H -3.1068 -0.1749 -2.8528 0.069
H -0.1671 -3.9588 -1.8488 0.086
H -1.2844 -6.1219 -2.0075 0.102
H -3.7500 -6.2424 -2.3139 0.091
H -5.0677 -4.1455 -2.4155 0.095
H -3.9460 -1.9691 -2.2394 0.090
H 1.4026 -2.4214 -2.8462 0.089
H 2.4276 -2.8552 -5.0323 0.108
H 1.4207 -1.9006 -7.0976 0.090
H -0.6267 -0.5132 -6.9281 0.091
H -1.7042 -0.1623 -4.7431 0.096
C -0.6952 6.4738 -3.0707 -0.098
C 0.7921 6.1343 -3.0281 -0.293
N 1.0723 4.7153 -3.1304 -0.074
C 0.7862 3.8727 -2.0364 -0.904
S 0.4642 2.2281 -2.4076 0.613
N 0.7818 4.4465 -0.8690 -0.030
N 0.7481 3.5630 0.1992 0.047
C -0.2834 3.6104 0.9444 -0.295
C -1.5202 4.4121 0.6534 -0.031
C -0.1911 2.8955 2.2459 -0.217
C -0.9141 3.3656 3.3445 -0.025
C -0.6646 2.8339 4.5986 -0.077
C 0.2701 1.8208 4.7218 -0.085
C 0.8716 1.3527 3.5614 -0.147
N 0.6555 1.8679 2.3574 0.145
H -0.8622 7.5438 -2.9164 0.060
H -1.2218 5.9279 -2.2883 0.052
H -1.1342 6.1953 -4.0321 0.064
H 1.2222 6.4867 -2.0912 0.092
H 1.3175 6.6426 -3.8437 0.096
H 0.7304 4.2753 -3.9730 0.073
H -1.5775 4.6013 -0.4147 0.051
H -1.5120 5.3774 1.1701 0.078
H -2.4095 3.8576 0.9604 0.082
H -1.6331 4.1624 3.2199 0.101
H -1.1990 3.2073 5.4645 0.100
H 0.5029 1.3660 5.6749 0.093
H 1.5602 0.5135 3.6041 0.112
Br 4.6309 -1.8783 2.7129 0.713
C 4.2777 -0.0085 2.6036 -0.760
C 4.5496 0.7839 3.7113 -0.141
C 4.2981 2.1412 3.5879 -0.093
C 3.7824 2.6286 2.3984 -0.077
C 3.5347 1.7352 1.3667 -0.152
N 3.7964 0.4298 1.4656 0.063
H 4.9339 0.3466 4.6213 0.087
H 4.4849 2.8052 4.4238 0.099
H 3.5357 3.6735 2.2659 0.103
H 3.1001 2.0639 0.4285 0.075
B 2.3987 -4.7519 -0.4057 -0.477
C 2.0233 -3.2496 -0.0291 -0.282
N 1.7286 -2.1708 0.2634 0.078
H 1.4229 -5.4469 -0.1689 -0.016
H 3.3514 -5.0954 0.2717 -0.020
H 2.6740 -4.7905 -1.5946 -0.016
C 4.1262 3.2874 -2.3739 -0.042
N 3.7114 2.4233 -3.4548 -0.129
C 3.3254 2.8567 -4.7105 -0.103
C 2.8161 1.7951 -5.3636 -0.106
N 2.8992 0.7248 -4.4993 0.069
C 3.4245 1.0994 -3.3029 -0.865
S 3.6420 0.1310 -1.9550 0.578
H 3.3064 3.9532 -2.0993 0.067
H 5.0031 3.8663 -2.6706 0.084
H 4.3771 2.6496 -1.5290 0.040
H 3.4283 3.8838 -5.0103 0.108
H 2.3788 1.7115 -6.3415 0.102
H 2.4800 -0.1837 -4.6253 0.094
```

Results
LUMO	0.1271	Eh
2S+1	1
ΔE to the lowest compared entry with this formula, charge and spin	0.000	eV
orbital gap	0.1961	Eh
highest occupied orbital energy	-1.8790	eV
charge	-2

---

Number 1: E -262229.9199 eV. Number 2: E -126628.6877 eV. Number 3: E -181492.0259 eV.